1.
{"formula": "C36H96O35P8", "method": "ωB97M-V/def2-TZVPD", "multiplicity": 2, "total_charge": 1, "lumo_energy_ev": [-2.1, -8.3], "gap_ev": [8.7, 2.6], "max_force_ev_per_a": 6.26, "elements": ["C", "O", "P", "O", "O", "C", "O", "C", "H", "H", "H", "H", "H", "H", "H", "H", "H", "C", "O", "P", "O", "O", "C", "O", "C", "H", "H", "H", "H", "H", "H", "H", "H", "H", "C", "O", "P", "O", "O", "C", "O", "C", "H", "H", "H", "H", "H", "H", "H", "H", "H", "C", "O", "P", "O", "O", "C", "O", "C", "H", "H", "H", "H", "H", "H", "H", "H", "H", "C", "O", "P", "O", "O", "C", "O", "C", "H", "H", "H", "H", "H", "H", "H", "H", "H", "C", "O", "P", "O", "O", "C", "O", "C", "H", "H", "H", "H", "H", "H", "H", "H", "H", "C", "O", "P", "O", "O", "C", "O", "C", "H", "H", "H", "H", "H", "H", "H", "H", "H", "C", "O", "P", "O", "O", "C", "O", "C", "H", "H", "H", "H", "H", "H", "H", "H", "H", "C", "C", "C", "O", "C", "H", "H", "H", "H", "H", "H", "H", "H", "C", "C", "C", "O", "C", "H", "H", "H", "H", "H", "H", "H", "H", "C", "C", "C", "O", "C", "H", "H", "H", "H", "H", "H", "H", "H"], "positions_angstrom": [[0.78, 14.05, -19.22], [-0.46, 14.37, -19.90], [-1.84, 13.56, -19.55], [-1.65, 12.05, -19.48], [-2.46, 14.27, -18.24], [-2.61, 15.70, -18.16], [-2.86, 14.01, -20.72], [-2.85, 13.42, -22.04], [0.63, 13.84, -18.16], [1.47, 14.89, -19.25], [1.23, 13.14, -19.63], [-3.56, 16.07, -18.55], [-1.75, 16.03, -18.74], [-2.51, 16.05, -17.13], [-2.84, 14.21, -22.80], [-3.68, 12.76, -22.29], [-1.93, 12.85, -22.11], [-11.98, 9.70, -16.21], [-11.37, 10.89, -15.66], [-11.09, 12.21, -16.62], [-10.39, 13.33, -15.91], [-12.49, 12.61, -17.35], [-13.71, 12.83, -16.58], [-10.25, 11.55, -17.86], [-9.10, 10.80, -17.70], [-12.25, 9.86, -17.25], [-12.85, 9.54, -15.57], [-11.29, 8.88, -16.01], [-13.72, 12.76, -15.49], [-14.41, 12.09, -16.95], [-14.08, 13.83, -16.80], [-8.83, 10.83, -16.65], [-8.28, 11.14, -18.35], [-9.25, 9.75, -17.94], [-9.19, 12.63, -24.49], [-9.79, 11.98, -23.33], [-10.95, 12.76, -22.53], [-11.93, 13.49, -23.39], [-10.07, 13.73, -21.55], [-9.08, 13.13, -20.73], [-11.61, 11.67, -21.49], [-12.42, 12.12, -20.43], [-8.10, 12.67, -24.45], [-9.57, 13.62, -24.74], [-9.34, 11.91, -25.30], [-8.94, 12.06, -20.85], [-9.50, 13.17, -19.72], [-8.09, 13.58, -20.87], [-12.26, 13.16, -20.14], [-12.09, 11.58, -19.55], [-13.48, 12.00, -20.65], [-0.88, 12.53, -15.76], [0.44, 12.12, -16.00], [1.26, 11.36, -14.82], [0.99, 9.93, -14.60], [2.82, 11.62, -15.17], [3.37, 11.94, -16.46], [0.96, 12.29, -13.55], [1.71, 12.14, -12.38], [-1.35, 12.15, -14.86], [-1.55, 12.07, -16.49], [-1.00, 13.61, -15.89], [3.42, 11.02, -17.05], [4.32, 12.47, -16.38], [2.73, 12.64, -17.00], [2.55, 11.51, -12.66], [1.12, 11.67, -11.58], [2.03, 13.11, -11.99], [-8.39, 10.63, -13.62], [-7.50, 9.51, -13.48], [-7.71, 8.22, -14.39], [-7.12, 6.98, -13.81], [-7.05, 8.65, -15.83], [-5.69, 8.76, -16.17], [-9.30, 8.15, -14.60], [-10.18, 7.88, -13.43], [-8.80, 10.63, -12.61], [-9.29, 10.56, -14.23], [-7.81, 11.53, -13.82], [-5.40, 9.75, -16.51], [-5.38, 8.11, -16.99], [-5.09, 8.40, -15.34], [-9.61, 7.90, -12.50], [-10.60, 6.88, -13.46], [-10.94, 8.66, -13.42], [-1.94, 14.32, -10.34], [-1.87, 15.60, -10.98], [-1.02, 15.91, -12.35], [-1.14, 17.31, -12.88], [0.48, 15.59, -11.87], [1.26, 16.37, -11.00], [-1.43, 14.79, -13.36], [-2.66, 14.88, -14.01], [-1.30, 14.29, -9.47], [-1.66, 13.44, -10.92], [-2.96, 14.11, -10.02], [1.65, 15.70, -10.23], [0.61, 17.10, -10.52], [2.05, 16.87, -11.56], [-2.58, 15.29, -15.01], [-3.35, 15.46, -13.40], [-3.05, 13.87, -14.13], [-7.51, 9.60, -23.69], [-7.55, 9.22, -22.33], [-6.59, 9.92, -21.26], [-6.27, 11.33, -21.50], [-7.35, 9.57, -19.79], [-7.43, 8.26, -19.46], [-5.27, 8.92, -21.21], [-4.21, 9.09, -20.22], [-8.47, 10.03, -23.94], [-7.35, 8.74, -24.34], [-6.74, 10.33, -23.97], [-8.48, 7.94, -19.46], [-7.05, 8.31, -18.44], [-6.84, 7.55, -20.04], [-3.28, 9.00, -20.78], [-4.20, 8.16, -19.66], [-4.25, 9.99, -19.60], [-4.07, 18.73, -12.94], [-4.91, 18.97, -14.08], [-5.90, 17.81, -14.59], [-5.22, 16.54, -14.96], [-7.02, 17.63, -13.41], [-7.44, 18.68, -12.60], [-6.74, 18.42, -15.83], [-7.73, 17.66, -16.41], [-4.33, 19.40, -12.12], [-3.05, 18.94, -13.26], [-4.20, 17.72, -12.55], [-7.10, 19.65, -12.97], [-7.15, 18.58, -11.55], [-8.53, 18.74, -12.55], [-8.02, 16.76, -15.87], [-7.36, 17.28, -17.36], [-8.63, 18.25, -16.63], [-5.49, 12.74, -17.79], [-6.57, 13.66, -17.40], [-6.81, 13.31, -15.95], [-5.72, 12.50, -15.49], [-4.71, 12.69, -16.47], [-4.94, 13.13, -18.65], [-5.93, 11.76, -17.97], [-7.47, 13.53, -18.00], [-6.24, 14.67, -17.63], [-7.77, 12.79, -15.92], [-6.90, 14.26, -15.42], [-4.01, 11.86, -16.51], [-4.14, 13.61, -16.38], [-5.86, 15.09, -22.68], [-7.23, 15.39, -23.16], [-7.56, 16.68, -22.38], [-6.92, 16.44, -21.13], [-5.88, 15.46, -21.25], [-5.17, 15.70, -23.26], [-5.53, 14.07, -22.91], [-8.00, 14.68, -22.83], [-7.31, 15.44, -24.24], [-8.63, 16.86, -22.42], [-7.11, 17.56, -22.83], [-6.16, 14.60, -20.65], [-4.88, 15.85, -21.08], [-3.00, 10.29, -11.11], [-4.08, 11.28, -11.44], [-4.26, 11.08, -12.92], [-2.94, 10.89, -13.39], [-2.15, 10.35, -12.35], [-3.43, 9.29, -11.05], [-2.47, 10.58, -10.20], [-3.71, 12.28, -11.20], [-5.01, 11.18, -10.88], [-4.78, 11.91, -13.41], [-4.78, 10.15, -13.13], [-1.28, 10.97, -12.15], [-1.83, 9.33, -12.58]], "lowdin_spin": [0.0000, 0.0000, 0.0000, 0.0000, 0.0000, 0.0000, 0.0000, 0.0000, 0.0000, 0.0000, 0.0000, 0.0000, 0.0000, 0.0000, 0.0000, 0.0000, 0.0000, 0.0000, 0.0000, 0.0000, 0.0000, 0.0000, 0.0000, 0.0000, 0.0000, 0.0000, 0.0000, 0.0000, 0.0000, 0.0000, 0.0000, 0.0000, 0.0000, 0.0000, 0.0000, 0.0000, 0.0000, 0.0000, 0.0000, 0.0000, 0.0000, 0.0000, 0.0000, 0.0000, 0.0000, 0.0000, 0.0000, 0.0000, 0.0000, 0.0000, 0.0000, 0.0010, 0.0006, 0.0001, 0.0000, 0.0000, 0.0000, 0.0006, 0.0006, 0.0000, 0.0001, 0.0000, 0.0000, 0.0000, 0.0000, 0.0000, 0.0004, 0.0000, 0.0000, 0.0026, 0.0002, 0.0001, 0.0000, 0.0002, 0.0002, 0.0000, 0.0000, 0.0000, 0.0000, 0.0000, 0.0000, 0.0001, 0.0000, 0.0000, 0.0000, 0.0000, 0.0000, 0.0000, 0.0000, 0.0000, 0.0000, 0.0000, 0.0001, 0.0000, 0.0000, 0.0001, 0.0000, 0.0000, 0.0000, 0.0000, 0.0000, 0.0000, 0.0000, 0.0000, 0.0000, 0.0000, 0.0000, 0.0000, 0.0000, 0.0000, 0.0000, 0.0000, 0.0000, 0.0000, 0.0000, 0.0000, 0.0000, 0.0000, 0.0000, 0.0000, 0.0000, 0.0000, 0.0001, 0.0000, 0.0000, 0.0000, 0.0000, 0.0000, 0.0000, 0.0000, 0.0000, 0.0000, 0.0000, 0.0000, 0.0000, 0.0000, 0.0009, 0.0004, 0.0015, 0.0176, 0.0015, 0.0000, 0.0000, 0.0001, 0.0000, 0.0005, 0.0010, 0.0000, 0.0010, 0.0000, 0.0000, 0.0000, 0.0000, 0.0000, 0.0000, 0.0000, 0.0000, 0.0000, 0.0000, 0.0000, 0.0000, 0.0000, 0.0080, 0.0161, 0.0893, 0.6168, 0.0814, 0.0044, 0.0004, 0.0007, -0.0004, 0.0143, 0.0568, 0.0402, 0.0401]}

=====

2.
{"formula": "C36H96O36S12", "method": "ωB97M-V/def2-TZVPD", "e_above_lowest_kcal_mol": 126.08, "total_charge": 0, "lumo_energy_ev": -0.1, "gap_ev": 10.2, "smiles": "CCOS(C)(=O)=O.CCOS(C)(=O)=O.CCOS(C)(=O)=O.CCOS(C)(=O)=O.CCOS(C)(=O)=O.CCOS(C)(=O)=O.CCOS(C)(=O)=O.CCOS(C)(=O)=O.CCOS(C)(=O)=O.CCOS(C)(=O)=O.CCOS(C)(=O)=O.CCOS(C)(=O)=O", "max_force_ev_per_a": 3.17, "elements": ["C", "C", "O", "S", "C", "O", "O", "H", "H", "H", "H", "H", "H", "H", "H", "C", "C", "O", "S", "C", "O", "O", "H", "H", "H", "H", "H", "H", "H", "H", "C", "C", "O", "S", "C", "O", "O", "H", "H", "H", "H", "H", "H", "H", "H", "C", "C", "O", "S", "C", "O", "O", "H", "H", "H", "H", "H", "H", "H", "H", "C", "C", "O", "S", "C", "O", "O", "H", "H", "H", "H", "H", "H", "H", "H", "C", "C", "O", "S", "C", "O", "O", "H", "H", "H", "H", "H", "H", "H", "H", "C", "C", "O", "S", "C", "O", "O", "H", "H", "H", "H", "H", "H", "H", "H", "C", "C", "O", "S", "C", "O", "O", "H", "H", "H", "H", "H", "H", "H", "H", "C", "C", "O", "S", "C", "O", "O", "H", "H", "H", "H", "H", "H", "H", "H", "C", "C", "O", "S", "C", "O", "O", "H", "H", "H", "H", "H", "H", "H", "H", "C", "C", "O", "S", "C", "O", "O", "H", "H", "H", "H", "H", "H", "H", "H", "C", "C", "O", "S", "C", "O", "O", "H", "H", "H", "H", "H", "H", "H", "H"], "positions_angstrom": [[3.40, -4.27, 2.36], [4.73, -4.22, 3.11], [5.32, -5.50, 2.92], [6.88, -5.67, 3.54], [6.62, -7.30, 4.28], [7.78, -5.87, 2.45], [7.09, -4.64, 4.51], [2.82, -3.35, 2.45], [2.71, -5.08, 2.58], [3.67, -4.30, 1.30], [5.35, -3.40, 2.75], [4.51, -4.10, 4.18], [7.02, -8.07, 3.62], [5.58, -7.57, 4.47], [7.24, -7.31, 5.17], [-1.28, 8.98, -1.10], [-2.13, 7.73, -1.05], [-1.34, 6.56, -0.68], [-0.09, 6.09, -1.61], [1.28, 6.85, -0.74], [-0.01, 4.67, -1.38], [-0.23, 6.67, -2.93], [-1.91, 9.86, -1.26], [-0.57, 8.93, -1.93], [-0.77, 9.29, -0.19], [-2.79, 7.86, -0.18], [-2.84, 7.43, -1.82], [1.63, 7.53, -1.52], [1.92, 6.10, -0.32], [0.84, 7.56, -0.05], [-3.36, -0.60, -2.40], [-4.51, 0.07, -3.12], [-5.58, -0.85, -3.44], [-6.98, -0.14, -3.90], [-7.53, 0.69, -2.37], [-6.70, 0.94, -4.80], [-7.95, -1.16, -4.19], [-3.81, -1.18, -1.58], [-2.80, 0.15, -1.85], [-2.79, -1.27, -3.03], [-4.85, 0.95, -2.57], [-4.20, 0.45, -4.09], [-7.05, 1.65, -2.22], [-7.29, 0.07, -1.50], [-8.60, 0.84, -2.34], [6.60, 2.92, -1.48], [6.71, 4.32, -0.92], [6.57, 4.32, 0.51], [5.10, 4.70, 1.11], [4.27, 3.08, 1.23], [5.34, 5.16, 2.44], [4.38, 5.53, 0.16], [7.09, 2.25, -0.77], [6.99, 2.81, -2.49], [5.56, 2.60, -1.51], [7.75, 4.65, -1.07], [6.13, 5.08, -1.44], [4.32, 2.56, 0.28], [3.23, 3.37, 1.36], [4.63, 2.47, 2.05], [8.03, -3.09, -0.25], [6.53, -2.77, -0.16], [6.27, -2.31, -1.50], [4.72, -2.04, -1.93], [4.58, -0.43, -1.11], [4.72, -1.88, -3.35], [3.93, -3.04, -1.25], [8.63, -2.18, -0.32], [8.26, -3.52, -1.22], [8.30, -3.70, 0.61], [5.94, -3.67, 0.02], [6.30, -1.97, 0.55], [4.41, -0.64, -0.06], [3.74, 0.15, -1.51], [5.41, 0.23, -1.37], [-3.67, -2.77, 1.64], [-3.77, -4.18, 2.18], [-2.64, -4.47, 3.01], [-1.38, -5.24, 2.30], [-2.19, -6.76, 1.70], [-0.99, -4.48, 1.14], [-0.39, -5.48, 3.32], [-4.59, -2.44, 1.17], [-2.84, -2.70, 0.93], [-3.47, -2.02, 2.40], [-4.59, -4.14, 2.91], [-3.98, -4.90, 1.40], [-2.62, -6.51, 0.74], [-2.79, -7.20, 2.50], [-1.40, -7.52, 1.65], [-3.44, 1.03, 4.06], [-4.24, 1.30, 2.82], [-5.34, 0.40, 2.86], [-6.29, 0.22, 1.53], [-7.31, -1.20, 2.00], [-7.13, 1.38, 1.45], [-5.48, -0.16, 0.39], [-2.37, 1.27, 3.96], [-3.33, -0.02, 4.34], [-3.82, 1.52, 4.96], [-4.62, 2.32, 2.91], [-3.61, 1.23, 1.93], [-7.73, -1.59, 1.08], [-8.15, -0.77, 2.54], [-6.70, -1.86, 2.60], [0.11, 0.38, 5.11], [1.54, 0.04, 4.72], [2.41, 0.63, 5.68], [3.45, 1.79, 5.17], [4.91, 0.77, 5.07], [3.10, 2.24, 3.84], [3.59, 2.75, 6.23], [-0.25, 1.34, 4.71], [0.00, 0.53, 6.19], [-0.67, -0.34, 4.85], [1.66, -1.05, 4.81], [1.69, 0.35, 3.68], [5.00, 0.28, 6.04], [5.81, 1.36, 4.90], [4.81, 0.04, 4.28], [-3.51, 4.17, -5.08], [-2.23, 4.57, -5.76], [-1.47, 3.43, -6.10], [0.14, 3.43, -5.73], [-0.10, 2.87, -3.97], [0.76, 2.39, -6.50], [0.60, 4.79, -5.87], [-3.34, 3.39, -4.33], [-4.09, 3.52, -5.75], [-4.15, 4.94, -4.67], [-2.41, 5.15, -6.67], [-1.68, 5.30, -5.15], [-0.88, 3.53, -3.62], [0.82, 2.97, -3.41], [-0.34, 1.82, -4.03], [-7.41, 4.55, -3.30], [-6.70, 4.41, -1.95], [-5.65, 3.46, -2.10], [-4.14, 3.84, -1.67], [-4.37, 3.61, 0.13], [-3.26, 2.81, -2.12], [-3.87, 5.22, -1.94], [-6.79, 4.73, -4.17], [-8.30, 5.18, -3.30], [-7.90, 3.59, -3.51], [-6.37, 5.40, -1.65], [-7.45, 4.00, -1.28], [-3.41, 3.34, 0.55], [-5.11, 2.81, 0.23], [-4.72, 4.58, 0.47], [1.10, -5.78, -1.07], [1.78, -6.72, -2.06], [2.48, -7.77, -1.37], [1.63, -8.96, -0.66], [2.14, -10.27, -1.86], [2.32, -9.22, 0.57], [0.24, -8.64, -0.65], [1.77, -4.95, -0.83], [0.86, -6.28, -0.14], [0.21, -5.34, -1.52], [1.17, -6.97, -2.93], [2.54, -6.19, -2.65], [1.28, -10.57, -2.47], [2.52, -11.16, -1.38], [2.86, -9.84, -2.55], [0.96, -2.05, -0.14], [0.85, -1.26, 1.16], [-0.03, -0.12, 1.04], [0.21, 0.96, -0.16], [-1.21, 1.98, 0.28], [1.41, 1.70, 0.15], [0.05, 0.40, -1.49], [1.50, -2.99, -0.07], [1.59, -1.44, -0.79], [-0.02, -2.24, -0.57], [0.53, -1.88, 2.00], [1.83, -0.95, 1.53], [-1.22, 2.04, 1.37], [-2.05, 1.38, -0.08], [-1.16, 2.95, -0.20]], "mulliken_charge": [-0.6873, -0.2757, -0.2242, 1.1177, -0.9701, -0.5969, -0.6101, 0.0055, 0.4094, 0.1135, 0.2936, 0.4013, 0.3552, 0.3074, 0.3508, -1.2803, -0.0847, -0.2328, 1.0704, -1.0909, -0.2935, -0.6693, 0.4064, 0.3389, 0.3123, 0.3062, 0.2321, 0.4743, 0.1835, 0.3193, -0.9420, 0.7138, -0.4115, 1.2003, 0.1027, -0.5894, -0.6579, 0.2029, -0.1729, 0.4575, -0.4375, 0.4494, -0.5070, -0.0496, 0.6078, -0.6766, -0.4178, -0.3531, 1.2373, -0.3453, -0.6317, -0.6008, 0.3111, 0.4521, -0.0250, 0.3042, 0.2928, -0.0931, 0.3076, 0.2740, -1.3901, 0.3507, -0.4358, 1.0493, -1.1990, -0.6812, -0.3750, 0.3454, 0.3665, 0.3127, 0.1093, 0.2401, 0.2281, 0.4976, 0.5289, -0.0470, -0.5482, -0.4234, 1.2097, -1.0991, -0.3920, -0.6800, 0.0613, 0.0727, 0.0670, 0.3115, 0.3090, 0.3442, 0.4160, 0.3698, -1.3144, 0.6208, -0.3880, 1.0547, -1.1408, -0.6905, -0.2001, 0.1182, 0.3544, 0.4070, 0.4412, -0.1912, 0.3721, 0.4438, 0.2843, -1.3259, 0.3827, -0.4214, 1.0869, -0.9009, -0.4522, -0.6293, 0.2332, 0.4482, 0.3278, 0.3211, -0.0653, 0.3707, 0.4008, 0.2228, -0.0925, -0.4807, -0.3780, 1.1516, -0.2438, -0.6476, -0.6019, -0.3990, 0.3414, 0.2693, 0.4394, 0.2376, -0.2749, 0.3790, 0.2895, -1.0809, -0.4521, -0.0750, 0.3584, -1.0305, -0.0926, -0.3486, 0.2188, 0.4416, 0.2079, 0.6019, 0.2220, 0.3063, 0.1428, 0.5230, 0.2024, -0.6713, -0.3017, 1.2460, -0.9788, -0.6491, -0.5562, -0.3153, 0.0478, 0.3132, 0.2337, 0.4275, 0.3480, 0.3418, 0.3108, -0.0425, -0.3084, 0.4123, 0.7412, -0.3369, -0.4401, -0.4974, -0.5148, 0.1854, 0.2191, 0.3663, -0.0029, 0.3565, -0.2054, 0.0619]}